# 1
{
  "formula": "C6H18IO6",
  "method": "ωB97M-V/def2-TZVPD",
  "elements": ["I", "C", "C", "O", "O", "H", "H", "H", "H", "H", "H", "C", "C", "O", "O", "H", "H", "H", "H", "H", "H", "C", "C", "O", "O", "H", "H", "H", "H", "H", "H"],
  "xyz": [[1.21, -3.10, 2.38], [-5.91, 0.05, 4.47], [-4.45, 0.31, 4.42], [-3.96, 0.49, 3.12], [-6.58, 1.06, 3.74], [-6.18, 0.03, 5.53], [-6.12, -0.90, 3.97], [-3.90, -0.59, 4.71], [-4.07, 1.09, 5.09], [-3.08, 0.12, 3.09], [-6.24, 1.07, 2.84], [2.31, -3.40, -4.10], [0.76, -3.17, -4.09], [0.26, -3.82, -2.97], [3.06, -2.73, -3.04], [2.58, -2.75, -4.94], [2.60, -4.43, -4.29], [0.26, -3.54, -4.98], [0.53, -2.11, -3.97], [0.68, -3.48, -2.18], [2.83, -3.17, -2.22], [3.64, 3.87, -1.38], [3.11, 2.69, -0.56], [2.13, 2.92, 0.44], [4.64, 4.62, -0.87], [2.79, 4.54, -1.54], [3.91, 3.59, -2.40], [3.96, 2.18, -0.10], [2.67, 1.89, -1.14], [1.94, 2.08, 0.87], [4.59, 4.59, 0.09]],
  "total_charge": -1,
  "orbital_gap_ev": 6.4,
  "e_above_lowest_ev": 2.336
}

---

# 2
{
  "formula": "C21H64N17O12",
  "method": "ωB97M-V/def2-TZVPD",
  "elements": ["C", "C", "O", "O", "H", "H", "H", "C", "C", "C", "O", "C", "N", "H", "H", "H", "H", "H", "H", "H", "H", "H", "H", "H", "C", "C", "C", "O", "C", "N", "H", "H", "H", "H", "H", "H", "H", "H", "H", "H", "H", "C", "C", "C", "O", "C", "N", "H", "H", "H", "H", "H", "H", "H", "H", "H", "H", "H", "C", "O", "N", "N", "H", "H", "H", "H", "C", "O", "N", "N", "H", "H", "H", "H", "C", "O", "N", "N", "H", "H", "H", "H", "C", "O", "N", "N", "H", "H", "H", "H", "C", "O", "N", "N", "H", "H", "H", "H", "C", "O", "N", "N", "H", "H", "H", "H", "C", "O", "N", "N", "H", "H", "H", "H"],
  "xyz": [[-24.69, 25.70, 3.76], [-26.15, 25.78, 3.37], [-26.45, 26.11, 2.19], [-27.06, 25.38, 4.16], [-24.14, 25.14, 3.01], [-24.56, 25.40, 4.79], [-24.26, 26.69, 3.58], [-24.69, 29.50, 1.06], [-23.31, 29.05, 1.54], [-22.93, 27.69, 1.05], [-21.62, 27.35, 1.48], [-21.35, 25.97, 1.59], [-22.33, 30.10, 1.02], [-24.69, 29.44, -0.02], [-25.05, 30.46, 1.43], [-25.42, 28.75, 1.40], [-23.25, 29.27, 2.61], [-22.90, 27.68, -0.05], [-23.64, 26.90, 1.32], [-20.33, 25.86, 1.93], [-21.43, 25.59, 0.56], [-21.93, 25.28, 2.22], [-22.50, 30.89, 1.64], [-21.45, 29.71, 1.37], [-23.96, 28.84, 5.64], [-25.03, 29.54, 4.83], [-26.46, 29.46, 5.47], [-27.27, 30.37, 4.75], [-28.54, 30.63, 5.31], [-24.67, 30.95, 4.64], [-23.89, 27.76, 5.69], [-23.98, 29.27, 6.65], [-22.94, 29.18, 5.39], [-25.25, 29.12, 3.84], [-26.40, 29.72, 6.54], [-26.87, 28.46, 5.37], [-28.78, 31.59, 4.85], [-28.63, 30.70, 6.39], [-29.31, 29.96, 4.91], [-24.08, 31.00, 3.81], [-25.55, 31.41, 4.44], [-21.63, 20.69, 1.39], [-21.70, 22.12, 2.00], [-21.45, 22.29, 3.51], [-22.57, 21.66, 4.09], [-23.00, 22.19, 5.33], [-20.71, 22.90, 1.21], [-21.09, 20.57, 0.46], [-22.67, 20.44, 1.13], [-21.43, 19.99, 2.20], [-22.68, 22.60, 1.92], [-21.33, 23.36, 3.67], [-20.58, 21.71, 3.84], [-23.72, 21.51, 5.77], [-23.49, 23.16, 5.23], [-22.23, 22.31, 6.09], [-19.86, 22.37, 1.07], [-21.04, 22.94, 0.25], [-25.60, 27.09, 8.34], [-25.84, 28.08, 9.05], [-24.44, 26.37, 8.43], [-26.49, 26.61, 7.45], [-24.33, 25.47, 7.98], [-23.77, 26.78, 9.05], [-26.09, 26.07, 6.70], [-27.45, 26.95, 7.38], [-25.86, 22.69, 7.39], [-25.01, 23.55, 7.67], [-26.37, 22.57, 6.13], [-26.10, 21.66, 8.21], [-26.77, 21.72, 5.79], [-26.27, 23.39, 5.55], [-26.83, 21.00, 8.02], [-25.74, 21.64, 9.15], [-25.51, 22.19, 0.40], [-26.40, 21.50, 0.93], [-24.69, 21.78, -0.57], [-25.37, 23.47, 0.80], [-24.87, 20.82, -0.83], [-24.03, 22.35, -1.06], [-25.84, 23.86, 1.60], [-24.88, 24.13, 0.22], [-29.96, 27.79, 6.89], [-28.91, 27.97, 7.53], [-30.13, 26.83, 5.94], [-31.01, 28.58, 7.13], [-31.06, 26.52, 5.73], [-29.32, 26.33, 5.60], [-31.91, 28.36, 6.74], [-31.00, 29.29, 7.84], [-29.62, 28.06, 2.39], [-30.60, 28.80, 2.22], [-29.54, 26.74, 2.17], [-28.43, 28.52, 2.86], [-30.27, 26.14, 1.83], [-28.67, 26.31, 2.47], [-28.24, 29.45, 3.19], [-27.66, 27.86, 2.89], [-29.13, 22.60, 4.56], [-29.76, 21.65, 5.01], [-29.37, 23.91, 4.86], [-28.21, 22.52, 3.55], [-28.61, 24.55, 4.70], [-30.22, 24.22, 5.30], [-27.77, 23.38, 3.26], [-27.98, 21.63, 3.16], [-27.58, 26.64, -1.26], [-28.08, 26.67, -2.37], [-26.74, 27.59, -0.73], [-27.67, 25.55, -0.43], [-26.44, 27.44, 0.22], [-26.69, 28.45, -1.24], [-28.00, 24.65, -0.72], [-27.30, 25.63, 0.51]],
  "total_charge": -1,
  "orbital_gap_ev": 8.7
}

---

# 3
{
  "formula": "CHCdF3NO5S2",
  "method": "ωB97M-V/def2-TZVPD",
  "elements": ["N", "S", "O", "O", "S", "O", "O", "C", "F", "F", "F", "Cd", "O", "H"],
  "xyz": [[0.83, -0.97, 0.53], [2.20, -0.29, 0.02], [2.51, -0.60, -1.36], [3.13, 0.08, 1.06], [-0.48, -0.02, 0.52], [1.27, 1.32, 0.20], [-0.95, 1.13, 1.37], [-1.40, -0.01, -1.14], [-0.85, 0.88, -1.93], [-1.31, -1.20, -1.68], [-2.66, 0.30, -0.92], [0.44, 2.55, 1.37], [-1.48, -1.15, 1.14], [-1.26, -2.04, 0.82]],
  "total_charge": 1,
  "orbital_gap_ev": 7.7
}

---

# 4
{
  "formula": "C7H15Cl12NO2",
  "method": "ωB97M-V/def2-TZVPD",
  "elements": ["C", "N", "O", "O", "H", "H", "H", "C", "Cl", "Cl", "H", "H", "C", "Cl", "Cl", "H", "H", "C", "Cl", "Cl", "H", "H", "C", "Cl", "Cl", "H", "H", "C", "Cl", "Cl", "H", "H", "C", "Cl", "Cl", "H", "H"],
  "xyz": [[-4.36, 0.39, 0.57], [-3.68, -0.53, 1.49], [-2.56, -1.00, 1.20], [-4.24, -0.78, 2.53], [-3.64, 1.21, 0.57], [-5.40, 0.53, 0.87], [-4.42, -0.02, -0.44], [6.05, -0.06, 0.08], [6.60, -1.73, 0.22], [6.19, 0.75, 1.59], [6.70, 0.38, -0.68], [5.00, -0.04, -0.18], [-2.23, 2.35, -2.98], [-2.33, 4.07, -3.38], [-1.32, 2.14, -1.51], [-3.25, 1.97, -2.87], [-1.75, 1.81, -3.80], [-1.50, 3.80, 2.58], [-1.38, 2.05, 2.21], [-2.62, 4.61, 1.44], [-1.98, 3.94, 3.55], [-0.51, 4.25, 2.59], [0.74, -0.45, -0.03], [2.41, -0.43, 0.55], [0.26, -2.15, -0.11], [0.15, 0.12, 0.69], [0.67, -0.02, -1.03], [3.71, -1.11, -2.91], [5.20, -2.06, -2.98], [4.15, 0.59, -2.49], [3.19, -1.19, -3.87], [3.11, -1.44, -2.06], [-1.32, -4.25, 1.72], [-1.87, -5.19, 0.28], [-1.82, -5.07, 3.22], [-0.23, -4.21, 1.71], [-1.73, -3.24, 1.66]],
  "total_charge": -1,
  "orbital_gap_ev": [2.8, 6.6],
  "s2": 0.75,
  "multiplicity": 2
}

---

# 5
{
  "formula": "C4H8N4",
  "method": "ωB97M-V/def2-TZVPD",
  "elements": ["C", "C", "C", "C", "H", "H", "H", "H", "H", "H", "H", "H", "N", "N", "N", "N"],
  "xyz": [[-1.15, 0.87, -0.31], [-0.50, -0.21, 0.37], [1.23, -1.42, 0.94], [0.36, 0.81, -0.31], [-1.52, 0.13, -1.99], [-2.37, 1.79, -1.81], [-1.34, 1.67, 0.35], [-0.48, -0.15, 1.53], [-0.41, -2.46, 0.31], [1.71, -2.41, 1.33], [2.55, 1.25, 0.21], [0.59, 0.16, -1.23], [-2.10, 0.82, -1.36], [-0.01, -1.53, 0.10], [1.87, -0.32, 1.22], [1.56, 1.00, 0.65]],
  "smiles": "N[C@H]1[C@H]2NC=NN[C@H]12",
  "orbital_gap_ev": 9.2,
  "e_above_lowest_ev": 6.153
}

---

Number 1: molecular weight 313.108 g/mol. Number 2: molecular weight 746.850 g/mol. Number 3: molecular weight 340.561 g/mol. Number 4: molecular weight 570.638 g/mol. Number 5: molecular weight 112.136 g/mol.